No. 1
{"formula": "C5H13N2", "method": "ωB97M-V/def2-TZVPD", "charge": 1, "lumo_ha": -0.1434, "symbols": ["C", "C", "C", "C", "C", "N", "N", "H", "H", "H", "H", "H", "H", "H", "H", "H", "H", "H", "H", "H"], "xyz": [[1.818, 0.087, -0.291], [1.281, 1.005, 0.691], [1.729, 2.479, 0.655], [-1.476, -2.107, -1.172], [-2.451, -1.133, 0.914], [0.391, 0.554, -0.378], [-1.615, -1.160, -0.044], [2.422, 0.383, -1.120], [1.997, -0.945, -0.060], [0.801, 2.975, 0.854], [2.139, 2.792, -0.225], [2.533, 2.681, 1.388], [-2.513, -2.400, -1.559], [-0.944, -1.472, -1.970], [-0.978, -2.950, -0.917], [-3.072, -2.016, 1.095], [-2.416, -0.524, 1.780], [0.282, 1.270, -0.991], [0.894, 0.704, 1.641], [-0.823, -0.225, -0.290]], "forces_ev_per_angstrom": [[-0.62, -0.94, -0.32], [0.87, 1.80, 0.04], [-0.89, -1.91, 2.68], [-3.14, 3.55, -2.08], [0.67, -2.98, -0.47], [-0.14, -2.46, 1.44], [0.40, 2.06, -0.37], [0.44, 0.70, -0.06], [-0.44, -0.47, 0.20], [-0.09, 1.15, 0.38], [0.77, 0.54, -2.81], [-0.82, -0.15, 0.07], [1.45, 0.41, 0.47], [-0.73, -1.47, 1.02], [1.81, -2.44, 0.89], [-0.32, 0.20, -0.51], [0.27, 1.52, 0.10], [-0.18, 2.44, -2.64], [0.45, -0.53, 0.57], [0.24, -1.00, 1.41]]}

No. 2
{"formula": "C7H10O", "method": "ωB97M-V/def2-TZVPD", "smiles": "CCC1=COCC=C1", "lumo_ha": 0.0333, "symbols": ["C", "C", "C", "C", "O", "C", "C", "C", "H", "H", "H", "H", "H", "H", "H", "H", "H", "H"], "xyz": [[2.029, 0.045, -1.986], [1.915, -0.303, -0.389], [0.614, -0.138, 0.079], [-0.319, 0.543, -0.749], [-1.586, 0.753, -0.388], [-2.064, 0.462, 1.010], [-1.083, -0.518, 1.605], [0.129, -1.001, 1.183], [3.183, 0.032, -1.989], [1.848, 1.127, -1.927], [1.435, -0.549, -2.794], [2.727, 0.493, 0.214], [2.196, -1.404, -0.061], [-0.240, 1.113, -1.622], [-1.837, 1.563, 1.477], [-3.149, -0.129, 0.965], [-1.360, -0.821, 2.526], [0.555, -1.989, 1.800]], "forces_ev_per_angstrom": [[2.58, -0.21, 2.35], [4.69, -0.50, -0.92], [-4.20, 0.20, -2.00], [1.06, -1.68, 4.57], [-2.65, -0.72, 0.93], [1.97, 0.66, -1.29], [1.42, -0.69, -1.08], [-2.44, 0.92, 1.37], [-1.66, -0.40, -1.36], [-0.37, -0.34, -0.87], [1.23, 1.03, 1.84], [-1.98, -2.34, -1.74], [0.22, 2.15, -1.11], [1.24, 0.30, -1.30], [-1.74, -2.56, -0.36], [2.65, 2.46, 0.18], [-1.49, -1.53, 2.86], [-0.52, 3.24, -2.07]]}

No. 3
{"formula": "C4H11N2O2", "method": "ωB97M-V/def2-TZVPD", "charge": 2, "lumo_ha": [-0.3445, -0.4844], "multiplicity": 2, "symbols": ["C", "C", "C", "N", "C", "N", "H", "H", "H", "H", "H", "H", "H", "H", "H", "O", "H", "H", "O"], "xyz": [[-2.028, -0.206, -0.955], [-0.592, -0.640, -0.934], [0.005, -1.419, 0.088], [1.380, -1.392, -0.214], [1.609, -0.501, -1.291], [0.418, -0.078, -1.694], [-2.349, 0.550, -0.191], [-2.694, -1.138, -0.639], [-2.485, 0.189, -1.923], [-0.424, -1.982, 0.964], [2.003, -1.901, 0.462], [2.637, -0.354, -1.813], [0.362, 0.548, -2.513], [1.152, 2.753, 1.210], [1.600, 1.466, 0.680], [0.764, 2.034, 0.690], [0.362, 0.670, 2.821], [-1.229, 0.960, 2.805], [-0.491, 0.445, 2.447]], "forces_ev_per_angstrom": [[-1.79, -1.91, -0.60], [-2.51, 2.83, 0.05], [2.93, -0.59, -0.19], [-1.95, 0.60, 0.85], [1.28, -2.30, 1.01], [0.39, -0.38, -0.27], [0.94, -0.36, -0.09], [1.37, 1.67, -0.60], [1.19, -0.55, 0.96], [0.41, 0.73, -1.10], [0.07, 0.82, -1.35], [-1.94, -0.02, 1.11], [-0.58, -0.23, 0.50], [-0.57, 0.56, -0.08], [-1.62, 0.92, -0.08], [2.64, -1.18, -0.23], [-0.43, 0.54, 0.48], [0.73, 0.02, 0.29], [-0.57, -1.16, -0.66]]}

No. 4
{"formula": "C4H7NO2", "method": "ωB97M-V/def2-TZVPD", "smiles": "CCC(=O)NC=O", "lumo_ha": 0.0281, "symbols": ["C", "C", "C", "O", "N", "C", "O", "H", "H", "H", "H", "H", "H", "H"], "xyz": [[-1.132, -0.040, 1.348], [-1.059, 0.271, -0.162], [-0.181, -0.720, -0.856], [-0.552, -1.808, -1.224], [1.192, -0.439, -0.975], [1.871, 0.617, -0.434], [3.021, 0.897, -0.671], [-0.912, 0.793, 1.999], [-2.109, -0.489, 1.534], [-0.495, -0.875, 1.574], [-2.007, 0.445, -0.659], [-0.657, 1.265, -0.313], [1.701, -1.204, -1.396], [1.319, 1.287, 0.236]], "forces_ev_per_angstrom": [[-0.91, -0.91, -0.75], [0.47, 1.51, 0.03], [0.26, -0.74, 0.10], [-0.29, 0.10, -0.20], [-0.76, -0.08, 0.27], [0.72, 1.10, -0.06], [0.03, -0.60, -0.06], [-0.12, 0.16, 0.05], [-0.14, 0.50, 0.34], [0.75, -0.14, 0.23], [-0.38, -1.01, 0.05], [0.54, 0.27, 0.17], [0.27, 0.16, -0.16], [-0.46, -0.32, -0.02]]}

No. 5
{"formula": "C39H39BN8O2S3W", "method": "ωB97M-V/def2-TZVPD", "lumo_ha": -0.0916, "symbols": ["W", "C", "C", "C", "C", "C", "C", "N", "N", "B", "N", "C", "C", "C", "N", "C", "C", "C", "N", "C", "C", "C", "N", "C", "C", "C", "H", "H", "H", "H", "H", "H", "H", "H", "H", "H", "H", "H", "H", "H", "H", "H", "H", "H", "H", "H", "H", "H", "H", "H", "H", "H", "H", "H", "S", "C", "C", "N", "C", "S", "C", "N", "O", "C", "O", "C", "C", "C", "C", "C", "C", "S", "H", "H", "H", "H", "C", "C", "C", "C", "C", "C", "C", "C", "C", "C", "H", "H", "H", "H", "H", "H", "H"], "xyz": [[0.215, 0.425, -0.418], [-2.349, -3.029, 2.968], [-2.401, -2.985, 1.429], [-1.246, -3.816, 0.888], [-2.741, -1.561, 0.980], [-4.085, -1.214, 1.204], [-4.213, 0.095, 0.847], [-3.023, 0.527, 0.423], [-2.090, -0.472, 0.480], [-2.794, 1.950, -0.077], [-1.702, 2.615, 0.761], [-1.855, 3.764, 1.416], [-0.761, 3.959, 2.223], [0.051, 2.842, 2.028], [-0.526, 2.023, 1.111], [1.345, 2.645, 2.758], [1.171, 2.824, 4.271], [2.375, 3.658, 2.242], [-2.385, 1.906, -1.541], [-3.037, 2.426, -2.582], [-2.398, 2.030, -3.735], [-1.332, 1.233, -3.314], [-1.344, 1.165, -1.969], [-0.347, 0.568, -4.228], [-1.085, -0.375, -5.184], [0.475, 1.617, -4.984], [-2.457, -4.064, 3.299], [-3.144, -2.439, 3.424], [-1.392, -2.658, 3.329], [-3.303, -3.535, 1.142], [-0.282, -3.392, 1.137], [-1.313, -3.940, -0.185], [-1.306, -4.805, 1.349], [-4.848, -1.863, 1.599], [-5.066, 0.752, 0.865], [-3.795, 2.591, 0.030], [-2.733, 4.370, 1.274], [-0.565, 4.787, 2.881], [1.707, 1.640, 2.578], [0.751, 3.803, 4.509], [2.146, 2.743, 4.752], [0.520, 2.059, 4.682], [2.131, 4.661, 2.599], [2.395, 3.691, 1.154], [3.373, 3.390, 2.594], [-3.910, 3.039, -2.435], [-2.652, 2.277, -4.751], [0.336, -0.028, -3.638], [-1.806, 0.173, -5.792], [-1.619, -1.142, -4.622], [-0.373, -0.866, -5.849], [-0.160, 2.228, -5.629], [1.225, 1.124, -5.604], [0.992, 2.278, -4.287], [2.687, 0.886, 0.472], [3.338, 2.131, -0.547], [4.751, 2.284, -0.481], [5.890, 2.409, -0.381], [2.570, 2.929, -1.329], [0.833, 2.867, -1.324], [3.154, 3.907, -2.181], [3.607, 4.699, -2.883], [3.411, -0.199, -2.581], [2.323, -0.666, -2.414], [1.355, 0.024, -1.768], [1.869, -1.986, -2.876], [2.793, -2.739, -3.610], [2.449, -3.962, -4.136], [1.160, -4.451, -3.930], [0.241, -3.727, -3.202], [0.570, -2.480, -2.653], [-0.721, -1.688, -1.766], [3.781, -2.321, -3.752], [3.165, -4.532, -4.712], [0.875, -5.411, -4.340], [-0.759, -4.111, -3.040], [-0.372, -1.104, 5.361], [-1.153, -0.369, 4.450], [-0.792, -0.277, 3.136], [0.351, -0.942, 2.616], [0.702, -0.927, 1.218], [1.704, -1.808, 0.836], [2.420, -2.614, 1.735], [2.144, -2.559, 3.067], [1.085, -1.749, 3.534], [0.721, -1.778, 4.902], [-0.646, -1.138, 6.407], [-2.051, 0.129, 4.795], [-1.429, 0.280, 2.473], [1.982, -1.900, -0.206], [3.204, -3.257, 1.356], [2.703, -3.156, 3.777], [1.318, -2.384, 5.575]], "forces_ev_per_angstrom": [[-0.37, -0.03, -0.19], [-0.02, -0.12, -0.07], [0.21, -0.09, 0.23], [-0.12, 0.16, -0.11], [-0.10, 0.08, -0.23], [0.07, -0.07, 0.01], [-0.06, 0.02, 0.07], [-0.07, -0.06, 0.00], [0.11, 0.23, -0.24], [0.31, -0.10, -0.03], [-0.11, 0.03, 0.05], [0.11, 0.14, -0.01], [0.02, -0.10, 0.05], [0.00, -0.14, -0.04], [0.11, -0.34, -0.09], [0.03, 0.16, 0.06], [-0.01, -0.03, -0.17], [0.00, -0.10, -0.11], [-0.20, 0.18, -0.11], [0.02, 0.05, -0.12], [0.05, -0.02, 0.06], [0.21, -0.16, -0.01], [0.17, 0.01, 0.61], [-0.06, 0.05, -0.12], [0.07, 0.02, 0.09], [0.05, -0.05, 0.07], [0.00, -0.02, -0.01], [0.04, 0.00, 0.01], [-0.11, -0.15, 0.02], [-0.04, 0.09, -0.03], [0.21, 0.09, 0.01], [0.08, -0.01, -0.19], [0.00, 0.04, -0.01], [0.02, -0.02, -0.02], [0.05, 0.04, -0.03], [-0.10, 0.01, -0.01], [-0.04, -0.08, -0.03], [-0.03, -0.02, 0.01], [-0.02, -0.06, 0.03], [0.05, -0.01, 0.03], [-0.02, 0.02, 0.02], [-0.14, -0.12, 0.10], [0.01, 0.01, 0.04], [-0.01, 0.05, 0.10], [0.00, 0.05, 0.03], [-0.01, -0.03, 0.06], [-0.02, -0.01, 0.01], [-0.12, 0.01, -0.04], [0.01, -0.01, -0.05], [-0.03, -0.01, -0.03], [-0.01, 0.02, -0.01], [-0.01, -0.01, -0.01], [-0.03, 0.01, -0.03], [-0.01, 0.02, -0.02], [-1.32, -0.18, -0.19], [-0.49, 0.21, -0.31], [0.31, 0.07, -0.02], [-0.05, -0.04, 0.00], [0.08, -0.46, 0.42], [-0.08, -0.66, 0.33], [0.16, 0.19, -0.26], [-0.05, -0.01, 0.04], [-0.19, 0.09, 0.04], [0.68, -0.35, -0.45], [0.45, 0.10, -0.59], [-0.21, -0.17, -0.03], [0.04, 0.01, 0.05], [0.04, -0.01, -0.04], [-0.03, -0.01, 0.02], [-0.10, 0.00, 0.00], [0.21, 0.45, 0.16], [0.14, 0.49, 1.07], [0.00, -0.01, -0.02], [0.01, 0.00, 0.02], [-0.01, 0.01, 0.01], [0.02, -0.04, -0.01], [0.03, 0.03, 0.02], [0.16, 0.24, 0.00], [0.05, 0.31, 0.24], [-0.47, 0.13, -0.07], [0.63, -0.10, 0.27], [-0.29, 0.17, -0.31], [-0.01, -0.10, 0.20], [0.06, -0.07, -0.06], [-0.03, 0.07, -0.25], [-0.04, -0.06, 0.09], [0.00, -0.05, -0.01], [0.01, 0.01, -0.02], [0.09, 0.10, 0.03], [0.04, 0.01, 0.04], [-0.01, 0.00, -0.01], [0.00, 0.02, 0.01], [0.01, 0.01, 0.00]]}

The following energy relative to the best compared isomer or geometry (same formula, charge and spin) values (in eV) correspond, in order, to the records above: 3.713; 5.379; 1.656; 0.556; 1.709.